1.
This record from the OMol25 dataset describes a single C12H22NP molecule in a non-equilibrium geometry. The level of theory is ωB97M-V with the def2-TZVPD basis set.

Values from the calculation:
SMILES   CC=[P@](C)(/C(C)=C\C)[C@H](C)C=C=NC
LUMO energy   0.75 eV
ΔE to the lowest compared entry with this formula, charge and spin   191.2 kJ/mol
Total charge   0
Gap between HOMO and LUMO   7.283 eV
Total energy   -23574.1030 eV

```
36
Properties=species:S:1:pos:R:3:lowdin_charge:R:1
C -2.1441 0.6934 -0.5207 -0.168
C -0.8961 0.0045 -0.9565 -0.473
C 2.9459 -0.9060 -0.0920 -0.162
C 1.6054 -1.0824 0.0281 -0.367
C -3.1428 0.0529 -0.0450 -0.159
C -0.4710 0.5548 -2.3024 -0.123
C 3.7291 0.3691 0.0193 -0.097
C 1.0409 -2.4070 -0.2106 -0.138
C 0.9036 3.0035 -0.4484 -0.236
C -4.1594 -1.3164 1.5664 -0.098
C -0.6155 -0.2580 1.9337 -0.177
C 0.4915 2.0876 0.7042 -0.381
N -4.0383 -0.6661 0.3062 0.054
P 0.3192 0.3185 0.4503 0.950
H -2.0931 1.8630 -0.5265 0.155
H -1.0474 -1.0719 -0.9634 0.096
H 3.4378 -1.8060 -0.4758 0.104
H -0.3424 1.7384 -2.2534 0.093
H 0.5199 -0.0042 -2.6711 0.107
H -1.1196 0.3560 -3.2400 0.096
H 4.0436 0.5981 -1.0247 0.092
H 4.6339 0.0807 0.5135 0.057
H 3.2322 1.1871 0.5321 0.057
H 0.2999 -2.6448 0.4464 0.017
H 0.5696 -2.4278 -1.2386 0.102
H 1.8363 -3.1651 0.0445 0.106
H 1.4836 2.3967 -1.1237 0.031
H -0.0203 3.3101 -0.9112 0.033
H 1.5798 3.8065 -0.1791 0.059
H -4.9534 -1.9688 1.5565 0.047
H -4.2802 -0.6232 2.3035 0.056
H -3.2716 -1.9562 1.7532 0.090
H -0.0271 -0.4439 2.7390 0.003
H -1.0850 -1.2801 1.5496 0.073
H -1.4961 0.3938 2.0844 0.056
H 1.0123 2.4091 1.6736 0.045
```

---

2.
This record from the OMol25 dataset describes a single C24H26N4O2 molecule. The level of theory is ωB97M-V with the def2-TZVPD basis set.

Values from the calculation:
SMILES   CN(CCNC(=O)c1cc2c(=O)n(C)c3ccccc3c2n1C)Cc1ccccc1
LUMO energy   0.60 eV
ΔE to the lowest compared entry with this formula, charge and spin   37.3 kJ/mol
Total charge   0
Gap between HOMO and LUMO   8.479 eV
Total energy   -35366.9760 eV

```
56
Properties=species:S:1:pos:R:3:lowdin_charge:R:1
C 3.4205 -0.4778 -3.0955 -0.084
N 2.9301 -0.9813 -1.8290 -0.225
C 3.7177 -0.5148 -0.6992 -0.185
H 3.4562 -1.1253 0.1674 0.121
C 3.3670 0.9420 -0.3726 -0.155
N 1.9360 1.0757 -0.2636 0.076
C 1.3211 1.5072 0.8588 -0.418
O 1.9424 2.0013 1.7905 0.038
C -0.1445 1.3387 0.8221 -0.113
C -0.8534 0.4396 0.0523 0.062
C -2.2089 0.6142 0.3699 -0.069
C -2.2945 1.6294 1.3281 -0.096
N -1.0303 2.0481 1.6033 -0.008
C -0.6328 3.0637 2.5427 -0.006
H -0.9912 4.0456 2.2262 0.102
H -1.0181 2.8308 3.5364 0.102
H 0.4550 3.0787 2.5908 0.076
C -3.5752 2.0402 1.8263 -0.060
C -3.7922 3.0762 2.7412 -0.027
C -5.0569 3.4053 3.1743 -0.090
C -6.1498 2.6986 2.6964 -0.081
C -5.9713 1.6802 1.7860 -0.022
C -4.6976 1.3275 1.3244 -0.133
N -4.5621 0.3101 0.3995 -0.013
C -3.3495 -0.0981 -0.1446 -0.382
O -3.2957 -0.9880 -0.9772 0.057
C -5.7342 -0.3977 -0.0738 -0.027
H -5.3788 -1.1483 -0.7800 0.087
H -6.4197 0.2779 -0.5874 0.099
H -6.2482 -0.8956 0.7495 0.099
H -6.8416 1.1565 1.4296 0.095
H -7.1460 2.9456 3.0310 0.105
H -5.1933 4.2097 3.8807 0.102
H -2.9601 3.6422 3.1184 0.083
H -0.4767 -0.2896 -0.6364 0.119
H 1.4162 0.5875 -0.9772 0.117
H 3.8048 1.2367 0.5835 0.121
H 3.7417 1.6164 -1.1495 0.114
H 4.8021 -0.6031 -0.8720 0.127
C 2.7217 -2.4272 -1.8406 -0.155
C 3.9794 -3.2361 -2.0493 -0.220
C 4.3965 -3.5731 -3.3318 -0.056
C 5.5830 -4.2557 -3.5335 -0.083
C 6.3708 -4.6128 -2.4528 -0.093
C 5.9599 -4.2922 -1.1704 -0.082
C 4.7734 -3.6089 -0.9713 -0.050
H 4.4572 -3.3718 0.0346 0.108
H 6.5648 -4.5763 -0.3216 0.102
H 7.2978 -5.1446 -2.6088 0.100
H 5.8926 -4.5105 -4.5367 0.102
H 3.7818 -3.3069 -4.1801 0.110
H 2.2560 -2.6974 -0.8887 0.125
H 2.0076 -2.6399 -2.6415 0.123
H 3.3969 0.6103 -3.0844 0.079
H 2.7630 -0.8231 -3.8919 0.090
H 4.4475 -0.8018 -3.3188 0.090
```

---

3.
This record from the OMol25 dataset describes a single C9H17NS molecule in a non-equilibrium geometry. The level of theory is ωB97M-V with the def2-TZVPD basis set.

Values from the calculation:
SMILES   CC[C@@H](C)[C@H]1N=C(C)[C@@H](C)S1
LUMO energy   0.84 eV
ΔE to the lowest compared entry with this formula, charge and spin   0.0 kJ/mol
Total charge   0
Gap between HOMO and LUMO   9.340 eV
Total energy   -21933.9858 eV

```
28
Properties=species:S:1:pos:R:3:lowdin_charge:R:1
C -2.4293 1.6445 0.6622 -0.117
C -2.5419 0.5300 -0.3640 -0.221
C -1.5444 -0.6490 0.0365 -0.365
C -2.2582 -2.0526 -0.0607 -0.092
C -0.2550 -0.5878 -0.8631 -0.547
C 2.3039 -0.7762 -0.2350 -0.569
C 2.9725 -0.7679 1.1307 -0.119
C 1.6500 0.5981 -0.5477 -0.360
C 2.5274 1.8416 -0.5416 -0.009
H -2.5641 1.2523 1.6718 0.072
H -1.4469 2.0985 0.6272 0.058
H -3.2062 2.3833 0.4504 0.069
H -3.5689 0.0687 -0.3163 0.114
H -2.3332 0.8292 -1.3269 0.071
H -1.2532 -0.4440 1.0795 0.121
H -3.1639 -2.0415 0.5862 0.079
H -1.6300 -2.8651 0.2896 0.038
H -2.6127 -2.2221 -1.1035 0.088
H -0.5290 -0.7453 -1.9100 0.114
H 2.9907 -1.0812 -1.0220 0.094
H 3.2710 -1.7714 1.4754 0.082
H 3.8233 -0.0869 1.0733 0.072
H 2.2834 -0.3558 1.8594 0.081
H 1.8810 2.6404 -0.8269 0.072
H 3.3471 1.7642 -1.1891 0.064
H 2.9667 2.0322 0.4239 0.074
N 0.4217 0.6883 -0.6996 0.102
S 0.8980 -1.9245 -0.3597 0.934
```